Here is a 2-piece molecular cluster, C2H4ClO2P overall at a distorted geometry from the OMol25 dataset. Energies are from the ωB97M-V functional and the def2-TZVPD basis.

Properties
multiplicity: 3
orbital gap (spin up / spin down): 7.9 / 6.3 eV
highest occupied orbital energy (spin up / spin down): -7.42 / -9.57 eV
⟨S²⟩: 2.023

Last column: Löwdin charge in e.
Atoms and positions in Å:
H  0.282  -1.544  0.293  -0.04
O  -1.258  1.263  -0.657  -0.26
H  -1.853  1.695  -1.242  0.04
H  2.255  0.893  -0.006  0.02
C  0.874  -0.736  0.201  -0.01
O  -0.885  0.179  1.524  -0.43
P  -2.000  0.530  0.592  0.43
C  2.035  -0.144  -0.064  -0.10
Cl  -2.388  -1.345  -0.212  0.27
H  2.939  -0.790  -0.429  0.07

***

Here is C35H37Cl5FIrN2O2Si2 as an isolated structure from the OMol25 dataset. Energies are from the ωB97M-V functional and the def2-TZVPD basis.

Properties
multiplicity: 6
orbital gap (spin up / spin down): 8.5 / 5.3 eV
highest occupied orbital energy (spin up / spin down): -10.42 / -10.79 eV
charge: +1
⟨S²⟩: 8.801

Last column: Löwdin charge in e.
Atoms and positions in Å:
C  -0.370  -0.752  3.514  -0.16
H  -0.802  1.768  0.542  0.08
C  -5.509  1.192  0.518  -0.07
Cl  -0.879  6.027  -3.463  0.72
C  -1.301  0.462  3.702  -0.17
H  -5.236  2.437  -2.618  0.11
H  -4.773  -6.556  -1.079  0.11
C  4.228  -2.046  2.213  -0.15
H  2.650  -2.736  -1.374  0.02
H  5.892  -2.367  -0.745  0.05
H  4.868  -2.932  2.221  0.05
H  5.464  0.268  1.530  0.08
N  -0.414  -0.275  1.028  -0.25
F  1.581  2.397  0.607  0.07
C  -3.066  -5.341  -1.539  -0.07
C  0.219  4.731  -3.231  -0.69
H  -6.067  -4.681  -0.120  0.11
Cl  -1.736  3.525  -1.779  0.77
C  -5.067  -4.513  -0.499  -0.07
H  3.452  -3.801  -0.233  0.06
C  0.702  2.547  -2.278  -0.45
Cl  3.036  1.274  -2.634  0.74
C  2.865  -2.879  -0.316  -0.19
C  -1.378  -1.366  0.743  -0.22
C  -4.515  -3.240  -0.455  -0.08
Ir  1.201  -0.102  -0.747  1.34
H  5.093  4.408  2.465  0.12
H  1.198  0.098  2.307  0.10
C  -0.956  1.555  2.697  -0.17
C  -3.228  -2.999  -0.942  -0.24
H  -0.816  -2.302  0.655  0.09
H  6.402  2.295  2.458  0.12
H  6.201  -0.698  -0.266  0.03
H  -4.335  -0.393  1.329  0.10
H  4.695  -1.293  2.846  0.03
C  -1.124  1.037  1.275  -0.16
H  -2.185  0.865  1.105  0.09
H  -1.239  0.838  4.723  0.11
H  5.138  -1.048  -1.629  0.04
H  -1.754  -1.426  -3.198  0.11
Si  3.922  -1.557  0.440  0.43
Si  -2.478  -1.302  -0.801  0.72
O  0.512  -2.482  -2.464  0.08
H  -2.342  0.166  3.545  0.11
C  -3.779  0.024  -0.718  -0.26
C  -5.040  1.814  -1.755  -0.08
H  -5.106  -2.424  -0.055  0.09
H  -0.932  -1.685  3.553  0.11
C  -1.348  -0.956  -2.299  -0.18
C  4.664  3.504  2.056  -0.02
C  3.553  1.128  0.956  -0.29
C  2.846  2.368  1.028  -0.21
H  1.923  -3.056  0.208  0.03
H  -2.050  -1.503  1.601  0.10
H  0.058  1.929  2.864  0.11
H  3.282  -2.334  2.678  0.03
Cl  1.980  6.152  -4.713  0.71
O  0.280  1.516  -1.566  -0.34
C  -5.767  1.993  -0.587  -0.07
H  0.363  -0.809  4.322  0.12
C  -4.056  0.837  -1.817  -0.11
N  3.015  0.028  0.413  -0.13
H  -2.503  -6.157  -1.973  0.11
H  -3.498  0.720  -2.740  0.10
C  0.031  -1.483  -2.048  -0.43
H  -6.531  2.757  -0.537  0.11
H  0.902  -1.598  1.977  0.10
C  -4.342  -5.564  -1.038  -0.07
C  0.412  -0.650  2.208  -0.22
C  -0.168  3.628  -2.481  -0.59
C  5.434  -1.381  -0.631  -0.15
C  5.400  2.312  2.050  -0.04
C  1.968  2.620  -2.856  -0.58
C  -2.513  -4.070  -1.488  -0.09
H  -1.520  -3.920  -1.894  0.09
H  -1.297  0.127  -2.405  0.06
C  2.372  3.720  -3.605  -0.70
C  -4.524  0.220  0.451  -0.12
H  -1.620  2.413  2.814  0.13
H  -6.076  1.327  1.430  0.11
C  4.866  1.166  1.527  -0.02
H  2.762  4.415  1.557  0.13
Cl  3.944  3.758  -4.294  0.71
C  1.497  4.786  -3.794  -0.71
C  3.371  3.521  1.548  0.02

***

Here is C32H24CdCl2IN8O4 as an isolated structure at a distorted geometry from the OMol25 dataset. Energies are from the ωB97M-V functional and the def2-TZVPD basis.

Properties
orbital gap: 4.7 eV
highest occupied orbital energy: -4.54 eV
relative energy (zero: lowest compared OMol25 entry of this formula, charge and spin): 8.2558 eV
charge: -1

Last column: Löwdin charge in e.
Atoms and positions in Å:
O  6.473  -11.542  -7.364  0.02
H  8.737  -16.562  -3.137  0.01
O  8.996  -15.481  -5.582  -0.06
C  4.537  -14.921  -9.382  -0.12
N  11.780  -15.755  -9.149  0.03
C  10.687  -12.251  -6.674  -0.26
N  9.265  -15.319  -10.237  -0.09
H  8.221  -10.060  -7.748  0.09
H  10.584  -14.355  -11.580  0.13
C  6.463  -13.701  -8.486  -0.16
H  8.026  -14.983  -2.324  0.07
H  12.501  -11.572  -5.815  0.08
Cl  9.954  -7.774  -7.742  0.60
C  11.395  -15.607  -5.222  -0.07
O  7.784  -16.286  -11.738  0.00
C  11.640  -11.235  -6.356  -0.05
C  6.971  -15.676  -9.565  -0.33
H  4.957  -18.015  -9.802  0.15
Cd  9.628  -14.746  -8.121  1.46
C  5.499  -15.826  -10.145  -0.12
H  14.668  -17.400  -11.091  0.11
H  14.801  -17.136  -8.619  0.10
H  7.220  -17.845  -9.174  0.16
C  12.445  -16.372  -4.692  0.02
C  11.191  -18.415  -5.146  -0.01
H  12.921  -16.048  -7.415  0.09
H  3.622  -14.807  -9.997  0.14
C  12.746  -16.424  -11.209  -0.03
C  11.680  -15.842  -10.493  -0.24
C  4.171  -16.346  -8.438  -0.14
C  9.212  -10.379  -7.449  -0.05
H  3.157  -16.573  -8.821  0.14
N  7.365  -14.612  -8.854  0.05
C  13.930  -16.787  -9.167  -0.08
N  8.501  -12.733  -7.509  -0.05
C  10.056  -17.660  -5.434  -0.03
C  13.860  -16.909  -10.548  -0.08
C  8.469  -15.506  -3.204  0.03
N  10.885  -13.582  -6.610  0.00
C  12.880  -16.195  -8.504  -0.13
C  10.394  -15.365  -11.149  -0.20
H  13.235  -18.344  -4.494  0.11
H  13.308  -15.835  -4.301  0.13
C  12.365  -17.759  -4.759  -0.02
C  6.634  -17.012  -8.732  -0.16
I  6.966  -19.081  -4.378  -0.34
H  11.108  -19.486  -5.184  0.12
Cl  12.852  -8.797  -6.454  0.59
C  8.463  -14.904  -4.444  -0.46
C  11.499  -9.879  -6.715  -0.68
C  10.248  -9.439  -7.284  -0.67
C  4.454  -16.392  -7.042  -0.01
H  12.714  -16.523  -12.297  0.12
C  7.134  -12.502  -7.771  -0.42
C  5.100  -13.732  -8.780  0.03
H  9.115  -18.089  -5.784  0.00
C  5.730  -16.716  -6.635  -0.24
C  9.381  -11.780  -7.209  -0.26
C  11.512  -14.152  -5.477  -0.45
H  5.878  -16.761  -5.553  0.00
H  4.431  -12.909  -8.438  0.13
C  5.187  -17.060  -9.323  -0.14
H  5.475  -15.837  -11.239  0.15
H  7.518  -13.136  -4.011  0.12
O  12.140  -13.519  -4.632  0.05
H  7.933  -13.393  -5.706  0.06
C  8.063  -15.816  -10.619  -0.48
H  10.109  -16.036  -11.988  0.12
H  3.690  -16.110  -6.325  0.11
N  6.850  -16.943  -7.297  0.11
N  10.181  -16.296  -5.370  0.05
N  7.932  -13.701  -4.740  0.17